Formula: C44H124N8O20
Source: the Open Molecules 2025 dataset
Level of theory: ωB97M-V with the def2-TZVPD basis set

The geometry in ORCA input format:
```
! RIJCOSX wB97M-V def2-TZVPD def2/J DEFGRID3
* xyz 0 1
C 0.1651 -4.7124 -7.2254
C 0.8346 -3.6038 -6.4169
C 0.4611 -3.6649 -4.9428
O 1.1277 -2.6014 -4.2680
C 1.4926 -2.8916 -2.9444
N 2.3159 -3.7749 -6.5560
H -0.9167 -4.6250 -7.3227
H 0.3689 -5.6401 -6.6828
H 0.6433 -4.7770 -8.1993
H 0.5315 -2.6102 -6.7608
H 0.7225 -4.6208 -4.4798
H -0.6106 -3.4186 -4.9193
H 0.7497 -3.3387 -2.2797
H 1.9815 -1.9869 -2.5879
H 2.3178 -3.6301 -2.9279
H 2.5632 -3.1705 -7.3433
H 2.7161 -3.2415 -5.7781
C 5.9268 0.5129 2.2977
C 6.4421 -0.1153 1.0028
C 5.5629 0.1964 -0.2164
O 4.2104 -0.0735 0.0941
C 3.3699 0.3810 -0.9762
N 7.8414 0.2849 0.8086
H 5.7234 1.5767 2.1777
H 6.6702 0.3328 3.0735
H 5.0164 0.0153 2.6349
H 6.4379 -1.1968 1.1682
H 5.9141 -0.5288 -0.9661
H 5.7472 1.2405 -0.5017
H 3.1855 1.4611 -0.9158
H 2.4224 -0.1274 -0.8394
H 3.9305 0.2500 -1.9039
H 8.2588 -0.2886 0.0683
H 7.8780 1.1916 0.3293
C -3.9008 1.8907 -2.2543
C -4.4741 3.2124 -2.7448
C -5.5582 3.0137 -3.7732
O -6.0551 4.2845 -4.1460
C -7.4148 4.2717 -4.5046
N -4.8970 4.0147 -1.6057
H -4.5731 1.2777 -1.6404
H -2.9668 2.0252 -1.7059
H -3.7061 1.2137 -3.0973
H -3.6026 3.6862 -3.2415
H -6.3453 2.3996 -3.3106
H -5.1770 2.5037 -4.6628
H -8.0445 3.9705 -3.6628
H -7.5797 3.5588 -5.3260
H -7.6876 5.2519 -4.8855
H -5.2500 4.9140 -1.9265
H -4.0819 4.2713 -1.0547
C -0.1500 1.2688 -6.5517
C -1.5332 1.3974 -5.9591
C -2.4680 2.3060 -6.7219
O -1.9117 3.5750 -6.8541
C -2.8842 4.5650 -7.1114
N -2.1611 0.0451 -5.8578
H 0.3485 2.2434 -6.5628
H -0.2100 0.9808 -7.6052
H 0.4966 0.5568 -6.0412
H -1.5362 1.6843 -4.8992
H -3.4171 2.3093 -6.1545
H -2.8065 1.8682 -7.6756
H -3.5708 4.7053 -6.2722
H -3.3867 4.3175 -8.0505
H -2.3826 5.5222 -7.2564
H -1.5560 -0.5536 -5.3183
H -3.0823 0.1587 -5.4453
C -1.7738 -3.4665 4.3527
C -0.6201 -4.1975 5.0297
C -1.0088 -5.5918 5.4976
O 0.0658 -6.2110 6.1768
C 0.1536 -5.9139 7.5551
N 0.4942 -4.2363 4.0356
H -1.4051 -2.4837 4.0651
H -2.6361 -3.4417 5.0259
H -2.1518 -3.9755 3.4621
H -0.1756 -3.6210 5.8460
H -1.1942 -6.2454 4.6459
H -1.9114 -5.5743 6.1213
H 1.0136 -6.4336 7.9775
H -0.7598 -6.2402 8.0620
H 0.3754 -4.8497 7.7170
H 1.2061 -4.8339 4.4918
H 0.2639 -4.9632 3.3196
C 2.5505 2.0900 1.8824
C 2.3704 2.9831 3.1041
C 3.3388 2.7037 4.2540
O 3.3508 3.8080 5.1015
C 3.8474 3.6171 6.4041
N 2.4436 4.3903 2.6929
H 2.7540 1.0558 2.1491
H 3.4159 2.4021 1.2870
H 1.6505 2.2389 1.2880
H 1.3425 2.8048 3.4434
H 4.2877 2.5471 3.7151
H 3.1512 1.7839 4.8150
H 4.2424 2.6026 6.5062
H 3.0306 3.7005 7.1241
H 4.6424 4.3309 6.6066
H 3.1637 4.4349 1.9730
H 2.7606 5.0076 3.4349
C -0.9715 6.4900 -3.8027
C 0.0457 5.4304 -4.1857
C -0.1131 4.0704 -3.5184
O 1.0801 3.3549 -3.7559
C 1.1029 2.1231 -3.0945
N 0.2508 5.4001 -5.6439
H -0.8875 6.8219 -2.7597
H -1.9921 6.0870 -3.8849
H -0.9407 7.4410 -4.3318
H 0.9896 5.8384 -3.7930
H -1.0008 3.5646 -3.9244
H -0.2800 4.2146 -2.4405
H 0.4436 1.3589 -3.5339
H 0.8175 2.1690 -2.0316
H 2.0993 1.6755 -3.1271
H 1.0546 4.8088 -5.8453
H -0.5323 4.8548 -6.0159
C 4.0863 -0.2756 8.0738
C 2.6261 0.0227 8.4216
C 1.6345 -0.6325 7.4583
O 1.7930 -0.1177 6.1620
C 1.0334 -0.8657 5.2197
N 2.3756 -0.3755 9.8258
H 4.2258 -0.1626 6.9965
H 4.4270 -1.2611 8.3877
H 4.6838 0.4640 8.6070
H 2.4816 1.1041 8.3589
H 0.6293 -0.5733 7.9020
H 1.8770 -1.7127 7.4674
H 1.0855 -0.2438 4.3239
H -0.0094 -1.0375 5.5031
H 1.5000 -1.8315 5.0000
H 1.5414 0.1508 10.1106
H 1.9986 -1.3259 9.8791
C -4.0289 0.6737 2.5924
C -3.9420 -0.7953 2.8566
O -5.1119 -1.5078 2.4073
O -4.8908 1.3547 3.5228
H -4.4292 0.8577 1.5979
H -3.0687 1.1786 2.7127
H -3.6809 -1.0824 3.8812
H -3.1501 -1.2117 2.2147
H -4.8654 -2.4042 2.1856
H -4.4424 1.4271 4.3680
C -0.8338 3.8000 1.3921
C -2.3221 3.9789 1.2624
O -2.6070 5.1967 0.6010
O -0.3001 4.8958 2.1145
H -0.3699 3.7144 0.3954
H -0.5634 2.8689 1.9135
H -2.7702 3.9613 2.2663
H -2.7609 3.1113 0.7643
H -1.9746 5.8336 0.9667
H 0.6727 4.7534 2.2450
C 3.3761 -3.0412 1.3076
C 2.6768 -2.1834 2.3360
O 1.2815 -2.1450 2.1925
O 3.5102 -4.4158 1.6832
H 4.3541 -2.6500 1.0188
H 2.7533 -2.9743 0.4051
H 3.0267 -1.1583 2.2018
H 3.0227 -2.4397 3.3436
H 0.9508 -2.9115 2.7196
H 3.2199 -4.9288 0.9180
C 0.8616 -6.2914 1.1838
C 0.7947 -5.3791 -0.0356
O 2.0460 -5.3576 -0.7054
O -0.3200 -6.1548 2.0010
H 1.7680 -6.1402 1.7739
H 0.8738 -7.3193 0.7907
H 0.5690 -4.3562 0.2960
H -0.0459 -5.6239 -0.6989
H 2.2043 -6.1011 -1.2913
H -0.7196 -7.0108 2.1620
C -5.0084 -1.6922 -3.8196
C -3.7868 -1.8861 -2.9247
O -2.6697 -2.3784 -3.6456
O -4.7796 -0.5849 -4.7004
H -5.8898 -1.4256 -3.2224
H -5.2478 -2.6009 -4.3780
H -4.1681 -2.5615 -2.1456
H -3.5425 -0.9624 -2.4036
H -2.6316 -3.3353 -3.5556
H -5.0744 -0.8194 -5.5856
C -1.1229 -1.0633 -0.6634
C -0.4030 -0.0386 0.2073
O -0.8762 -0.1227 1.5334
O -0.7930 -0.8347 -2.0348
H -2.2045 -0.9949 -0.5183
H -0.7501 -2.0574 -0.3754
H -0.5314 0.9517 -0.2390
H 0.6714 -0.2551 0.1949
H -0.4145 -0.8282 2.0061
H -1.4517 -1.2999 -2.5844
*
```

- energy (a.u.) = -3693.402624
- Kohn-Sham gap (eV) = 8.39
- LUMO level (eV) = -0.23